#one
This record from OMol25 describes a cluster of 2 separate species, C6H12N2 in total. The level of theory is the ωB97M-V functional and the def2-TZVPD basis.

Calculated values
* SMILES: Cc1c[nH]cn1.CC
* spin multiplicity: 1
* HOMO-LUMO gap: 9.101 eV
* LUMO level: 0.90 eV
* total charge: 0
* E_HOMO: -8.1977 eV

```
20
C6H12N2, DFT the ωB97M-V functional and the def2-TZVPD basis
C -0.97 -1.60 1.92
C -0.21 -0.37 1.90
C 1.15 -0.21 1.39
N 1.38 1.19 1.41
C 0.39 1.76 2.13
N -0.60 0.90 2.40
H -2.02 -1.43 2.06
H -0.71 -2.03 2.92
H -0.75 -2.26 1.11
H 1.93 -1.01 1.26
H 2.31 1.63 1.28
H 0.34 2.80 2.48
C -0.33 0.47 -3.50
C -0.30 -0.27 -2.09
H 0.44 1.30 -3.27
H -0.09 -0.19 -4.22
H -1.21 0.99 -3.73
H 0.75 -0.71 -1.90
H -0.78 -1.26 -2.20
H -0.70 0.31 -1.35
```

---

#two
This record from OMol25 describes the molecule C6H12N2. The level of theory is the ωB97M-V functional and the def2-TZVPD basis.

Calculated values
* SMILES: C[C@@]12C[C@H]1NC[C@H]2N
* spin multiplicity: 1
* HOMO-LUMO gap: 8.675 eV
* LUMO level: 0.94 eV
* total charge: 0
* E_HOMO: -7.7309 eV

```
20
C6H12N2, DFT the ωB97M-V functional and the def2-TZVPD basis
C -1.05 0.13 1.26
C 0.37 0.14 0.60
C 1.27 -0.88 1.37
C 0.93 -1.15 -0.07
N -0.05 -1.66 -0.95
C -0.36 -0.29 -1.65
C 0.39 0.81 -0.67
N -0.29 2.04 -0.81
H -1.67 0.62 0.53
H -1.40 -0.99 1.40
H -0.95 0.61 2.32
H 0.68 -1.32 2.15
H 2.28 -0.52 1.76
H 1.83 -0.91 -0.65
H -0.93 -1.83 -0.41
H -1.40 -0.05 -1.89
H 0.01 -0.35 -2.59
H 1.46 0.87 -0.95
H 0.15 2.83 -0.21
H -1.29 1.89 -0.51
```

---

Quick ranking, most stable first: #one, #two.

---

#one
This record from OMol25 describes a cluster of 2 separate species, C6H12N2 in total. The level of theory is the ωB97M-V functional and the def2-TZVPD basis.

Calculated values
* SMILES: Cc1c[nH]cn1.CC
* spin multiplicity: 1
* HOMO-LUMO gap: 9.346 eV
* LUMO level: 0.90 eV
* total charge: 0
* E_HOMO: -8.4488 eV

```
20
C6H12N2, DFT the ωB97M-V functional and the def2-TZVPD basis
C 0.26 -1.04 1.98
C -0.64 -0.23 1.14
C -0.68 1.16 1.19
N -1.87 1.52 0.60
C -2.39 0.37 0.08
N -1.74 -0.69 0.49
H 1.06 -1.52 1.41
H -0.39 -1.83 2.40
H 0.75 -0.52 2.80
H 0.06 1.84 1.58
H -2.35 2.39 0.65
H -3.30 0.29 -0.50
C 0.96 -0.50 -2.31
C 1.89 -0.04 -1.16
H -0.09 -0.47 -2.03
H 1.07 0.31 -3.05
H 1.19 -1.47 -2.74
H 2.94 0.01 -1.41
H 1.60 -0.56 -0.26
H 1.65 0.99 -0.85
```

---

#two
This record from OMol25 describes the molecule C6H12N2. The level of theory is the ωB97M-V functional and the def2-TZVPD basis.

Calculated values
* SMILES: C=CC(N)(N)C(=C)C
* spin multiplicity: 1
* HOMO-LUMO gap: 10.126 eV
* LUMO level: 0.99 eV
* total charge: 0
* E_HOMO: -9.1357 eV

```
20
C6H12N2, DFT the ωB97M-V functional and the def2-TZVPD basis
C 2.39 -0.16 0.52
C 1.16 -0.03 1.03
C -0.13 -0.51 0.42
N -0.02 -1.89 0.03
N -1.13 -0.67 1.44
C -0.60 0.41 -0.70
C -0.79 0.02 -1.98
C -0.85 1.86 -0.36
H 2.57 -0.65 -0.44
H 3.26 0.24 1.04
H 1.06 0.51 1.97
H 0.20 -2.40 0.88
H 0.79 -1.99 -0.58
H -1.78 -1.35 1.05
H -1.67 0.18 1.53
H -0.62 -1.00 -2.30
H -1.10 0.73 -2.74
H 0.00 2.47 -0.68
H -0.98 2.02 0.72
H -1.76 2.23 -0.85
```

---

#three
This record from OMol25 describes the molecule C6H12N2. The level of theory is the ωB97M-V functional and the def2-TZVPD basis.

Calculated values
* SMILES: NC1(C2(N)CC2)CC1
* spin multiplicity: 1
* HOMO-LUMO gap: 9.705 eV
* LUMO level: 0.83 eV
* total charge: 0
* E_HOMO: -8.8776 eV

```
20
C6H12N2, DFT the ωB97M-V functional and the def2-TZVPD basis
N 1.22 -1.24 0.92
C 0.89 0.03 0.41
C -0.71 -0.12 -0.03
N -0.75 -1.32 -0.88
C -1.97 0.06 0.77
C -1.63 1.18 -0.29
C 1.50 1.43 0.21
C 1.74 0.26 -0.80
H 0.61 -1.30 1.77
H 0.70 -1.80 -0.10
H 0.29 -1.32 -1.50
H -1.77 -1.24 -1.56
H -2.90 -0.63 0.52
H -1.95 0.05 2.09
H -1.65 2.22 0.11
H -2.33 1.26 -1.17
H 0.68 2.03 -0.33
H 2.37 1.70 0.93
H 2.50 -0.45 -0.83
H 1.28 0.39 -1.77
```

---

Quick ranking, most stable first: #one, #two, #three.

---

#one
This record from OMol25 describes the molecule C6H12N2. The level of theory is the ωB97M-V functional and the def2-TZVPD basis.

Calculated values
* SMILES: C=C(CC)/C(C)=N/N
* spin multiplicity: 1
* HOMO-LUMO gap: 9.139 eV
* LUMO level: 1.00 eV
* total charge: 0
* E_HOMO: -8.1438 eV

```
20
C6H12N2, DFT the ωB97M-V functional and the def2-TZVPD basis
C -1.85 0.62 -0.94
C -0.92 0.02 -0.20
C -1.16 -0.25 1.32
C -0.56 0.86 2.17
C 0.41 -0.32 -0.67
C 0.79 -0.02 -2.10
N 1.18 -0.84 0.22
N 2.49 -1.05 0.05
H -1.69 0.95 -1.95
H -2.84 0.81 -0.54
H -2.24 -0.29 1.47
H -0.74 -1.21 1.61
H 0.52 0.88 2.05
H -0.79 0.70 3.23
H -0.96 1.83 1.88
H 1.77 -0.42 -2.36
H 0.05 -0.45 -2.77
H 0.81 1.06 -2.26
H 2.88 -1.10 -0.89
H 2.84 -1.76 0.68
```

---

#two
This record from OMol25 describes a cluster of 2 separate species, C6H12N2 in total. The level of theory is the ωB97M-V functional and the def2-TZVPD basis.

Calculated values
* SMILES: Cc1c[nH]cn1.CC
* spin multiplicity: 1
* HOMO-LUMO gap: 9.481 eV
* LUMO level: 0.89 eV
* total charge: 0
* E_HOMO: -8.5887 eV

```
20
C6H12N2, DFT the ωB97M-V functional and the def2-TZVPD basis
C -1.16 2.23 2.66
C -0.29 1.68 1.62
C 0.80 2.19 1.01
N 1.56 1.11 0.52
C 0.85 -0.04 0.85
N -0.24 0.29 1.57
H -0.57 2.24 3.60
H -2.03 1.62 2.73
H -1.30 3.31 2.54
H 1.14 3.10 0.71
H 2.44 1.19 0.07
H 1.19 -0.96 0.55
C -0.14 -2.62 -1.71
C -0.35 -1.81 -3.00
H 0.26 -2.00 -0.87
H -1.09 -2.92 -1.09
H 0.43 -3.58 -1.84
H -1.19 -2.16 -3.60
H 0.49 -2.05 -3.59
H -0.79 -0.84 -2.74
```

---

Quick ranking, most stable first: #two, #one.